This record from the Open Molecules 2025 dataset describes a structure of composition C51H58CdN7O7S2Sb2. The level of theory is ωB97M-V/def2-TZVPD.

The geometry in XYZ format:
```
128
Properties=species:S:1:pos:R:3:forces:R:3
Cd 1.54318 -0.66876 0.06979 -0.31 -0.11 -0.29
O 0.64267 -4.44466 -1.96923 -0.05 -0.14 -0.09
C 0.72784 -3.58823 -1.09255 -0.04 0.02 0.13
O 1.45795 -2.54181 -1.15633 0.11 0.09 -0.05
C -0.03179 -3.81833 0.22840 0.00 -0.07 -0.04
C 0.95958 -3.80023 1.40275 0.07 -0.10 -0.07
C 0.33684 -4.42255 2.65578 0.00 -0.03 -0.01
C -0.64739 -3.30925 3.09158 -0.01 0.02 0.01
C -0.40446 -2.24986 2.01331 -0.11 0.11 0.03
O 1.01047 -2.41025 1.76226 -0.02 0.06 0.00
C -1.03455 -2.70555 0.68987 -0.10 -0.06 0.02
C -1.29462 -1.61573 -0.35674 -0.04 -0.11 0.08
O -2.11211 -1.86620 -1.23465 -0.17 0.04 -0.16
O -0.66702 -0.49456 -0.24961 0.08 0.11 0.10
H -0.52765 -4.78409 0.13775 0.00 0.04 0.03
H 1.95825 -4.14943 1.14657 0.01 0.04 0.02
H -0.14611 -5.37516 2.43855 -0.01 0.00 0.00
H 1.10023 -4.58801 3.41701 0.01 -0.03 0.00
H -1.68601 -3.63793 3.11027 -0.02 -0.01 0.02
H -0.38637 -2.90662 4.06980 0.00 0.00 0.00
H -0.60455 -1.22083 2.31273 0.05 -0.07 -0.04
H -2.01345 -3.15591 0.86586 0.05 -0.01 0.00
C -3.79303 1.26352 -0.85544 -0.07 0.02 -0.17
C -3.67527 2.09848 0.41662 0.00 0.00 -0.03
C -2.64492 1.52459 1.38617 0.07 0.01 0.28
Sb -0.59279 2.18569 1.17416 -0.20 -0.37 0.16
C -1.16429 4.11191 1.98915 0.19 0.02 -0.14
C -1.26138 5.06343 0.97535 0.02 0.11 -0.02
C -1.75604 6.33769 1.21985 -0.02 0.02 0.15
C -2.14185 6.69476 2.50373 0.02 -0.01 -0.05
C -2.02040 5.76942 3.53101 0.01 0.03 0.00
C -1.53792 4.49360 3.27456 -0.15 -0.18 0.33
C 0.51015 2.46381 4.77078 0.08 -0.10 0.09
C 0.49929 3.60885 5.69114 0.03 -0.04 0.04
C 1.67650 4.14539 6.02569 0.03 -0.01 -0.03
C 2.92849 3.63609 5.44766 -0.03 0.04 0.03
C 2.94262 2.78003 4.42236 -0.07 -0.02 0.02
C 1.65349 2.37418 3.78742 -0.02 0.08 -0.11
Sb -2.45492 1.54981 -2.52682 0.01 -0.08 -0.13
C -1.61503 3.50705 -2.16897 0.03 -0.10 -0.05
C -2.33201 4.69738 -2.26412 -0.11 0.00 -0.03
C -1.68278 5.92286 -2.22620 0.04 0.04 0.02
C -0.30370 5.97694 -2.07119 0.02 0.00 -0.17
C 0.42161 4.79943 -1.96153 0.05 0.03 -0.22
C -0.22960 3.57304 -2.02121 0.05 0.12 -0.05
C -3.91925 2.40127 -3.88153 -0.05 0.04 0.13
C -3.61251 2.40761 -5.24043 0.01 -0.05 -0.01
C -4.44730 3.01754 -6.16691 0.00 0.00 -0.02
C -5.61467 3.63696 -5.74665 -0.01 0.00 -0.02
C -5.93967 3.63764 -4.39839 -0.01 0.00 0.02
C -5.09896 3.02467 -3.47810 -0.03 -0.03 -0.08
H -4.78188 1.35907 -1.30470 -0.08 0.02 0.04
H -3.65724 0.20790 -0.61756 -0.02 -0.05 -0.03
H -4.65198 2.09542 0.91546 0.01 0.00 -0.03
H -3.46693 3.15052 0.18949 0.02 0.01 0.01
H -2.62061 0.43615 1.31360 0.01 -0.01 0.02
H -2.91374 1.78259 2.41410 0.00 0.01 -0.03
H -0.93031 4.81756 -0.02739 -0.13 0.03 0.30
H -1.82819 7.04941 0.40827 -0.01 0.03 -0.04
H -2.52593 7.68717 2.70498 0.00 0.02 0.00
H -2.29844 6.04094 4.54266 -0.01 0.02 0.01
H -1.45317 3.79731 4.10737 -0.14 0.39 -0.40
H -0.42808 3.95374 6.13445 0.00 0.01 0.02
H 1.72778 4.96230 6.73407 0.00 0.02 0.02
H 3.86198 4.01021 5.85146 0.02 0.00 0.00
H 3.86682 2.49513 3.94802 0.15 -0.09 -0.02
H 1.48191 3.06713 2.94440 0.00 0.00 0.02
H -3.41150 4.67791 -2.38620 0.12 0.00 -0.01
H -2.25630 6.83808 -2.30981 -0.01 0.02 0.00
H 0.20209 6.93397 -2.03745 0.01 0.00 0.02
H 1.49711 4.82995 -1.83653 -0.06 0.05 -0.03
H 0.35226 2.66258 -1.93296 0.02 -0.08 -0.08
H -2.70384 1.92702 -5.58687 0.03 -0.01 0.00
H -4.18616 3.00795 -7.21797 0.01 0.00 -0.01
H -6.26730 4.11658 -6.46523 -0.01 0.00 -0.01
H -6.84746 4.12197 -4.05957 -0.02 0.00 0.00
H -5.37423 3.04893 -2.43107 0.00 -0.01 0.07
N 2.38818 3.59730 0.30287 0.17 0.00 0.03
H 2.21528 3.13215 -0.58574 0.01 -0.04 0.16
H 3.04518 3.01148 0.81429 -0.01 -0.07 0.00
H 2.86779 4.46932 0.10290 -0.02 -0.04 0.00
C 0.96128 -2.28333 -4.50294 0.03 -0.01 0.01
C -0.11336 -1.45332 -3.83379 -0.02 0.06 0.00
N 0.49084 -0.40093 -3.01095 0.30 -0.11 0.08
C 1.82903 -0.22365 -2.87840 -0.27 -0.07 -0.09
N 2.28979 0.39953 -1.81337 -0.12 0.09 0.14
C 3.69719 0.75760 -1.89319 -0.01 0.03 -0.02
C 4.51578 -0.45528 -2.29917 0.01 -0.06 0.04
C 4.04769 -0.92418 -3.66777 -0.01 -0.03 0.04
N 2.63178 -0.62999 -3.89762 0.06 0.06 -0.07
C 2.02236 -1.33030 -5.02374 -0.01 -0.05 0.01
H 0.53051 -2.87506 -5.31171 -0.02 0.01 -0.01
H 1.40088 -2.96609 -3.77185 -0.02 -0.01 -0.04
H -0.75430 -2.06360 -3.19864 0.03 0.00 -0.02
H -0.74550 -0.97570 -4.59201 -0.02 -0.01 0.03
H -0.01679 -0.20111 -2.15152 -0.03 0.08 -0.14
H 4.02569 1.13689 -0.92704 -0.01 0.00 0.02
H 3.83579 1.56191 -2.63309 0.02 -0.01 0.03
H 4.35468 -1.23606 -1.55265 0.01 0.05 -0.03
H 5.58297 -0.22684 -2.32764 0.01 -0.03 0.00
H 4.19074 -2.00582 -3.76141 0.02 0.00 -0.02
H 4.62321 -0.44503 -4.46701 -0.01 0.02 0.02
H 2.81831 -1.86402 -5.54496 -0.02 0.04 0.00
H 1.59232 -0.60671 -5.72581 -0.01 -0.01 0.01
N 5.25377 -2.78096 6.87588 0.06 -0.04 0.05
C 4.86324 -2.08082 5.73576 -0.03 -0.02 -0.01
C 5.37257 -0.80970 5.47931 -0.02 0.05 -0.02
C 4.99509 -0.12069 4.34111 0.03 -0.07 -0.05
C 4.11070 -0.69905 3.44536 -0.09 -0.05 0.07
C 3.62744 -1.98327 3.67062 0.08 0.00 0.02
C 4.00292 -2.66933 4.80721 0.00 0.04 -0.03
S 3.55219 0.15443 2.00844 0.40 0.27 0.00
O 3.70015 -0.82308 0.91879 0.19 0.21 0.01
O 4.37514 1.34548 1.88175 0.01 -0.03 0.12
N 2.00947 0.44538 2.06798 0.40 -0.23 -0.16
C 1.33670 0.96733 3.18507 -0.11 0.09 0.12
S 1.32744 -0.15789 4.70414 -0.05 0.08 0.10
C 0.17957 1.05908 5.28648 -0.02 -0.09 0.09
C -0.59153 1.63759 4.13970 -0.15 -0.18 0.04
N -0.10001 1.09419 2.89792 -0.05 0.16 -0.05
H 5.55654 -2.20335 7.64421 -0.03 -0.02 -0.02
H 4.61279 -3.50047 7.16976 0.00 0.02 0.00
H 6.06279 -0.35894 6.18157 0.02 0.02 0.02
H 5.40007 0.85741 4.13333 -0.02 0.09 0.00
H 2.93803 -2.41847 2.96157 -0.05 -0.02 -0.02
H 3.61962 -3.66522 4.99137 -0.02 -0.05 0.00
H -0.27100 0.94188 6.26036 -0.01 0.03 0.03
H -1.65244 1.84102 4.21574 0.10 -0.02 0.01
```
Positions in Å, forces in eV/Å.

Values from the calculation:
Total energy, eV: -117904.618
Total charge: -1
Gap between HOMO and LUMO, eV: 7.72
LUMO level, eV: 2.25
2S+1: 1

These are the Löwdin partial charges, in e, on atoms 1 to 6:
1. Cd 1.43
2. O 0.02
3. C -0.64
4. O -0.12
5. C -0.10
6. C -0.26